DFT (ωB97M-V/def2-TZVPD) results for a molecular structure, C42H98ClN14O18Pt at a distorted geometry.

DFT total energy in eV: -118617.855
Total charge: +1
E_HOMO (spin up / spin down) in eV: -10.61 / -10.61
Spin multiplicity: 3
Strongest force on any atom in eV/A: 5.08

```
174
Properties=species:S:1:pos:R:3:forces:R:3:mulliken_spin:R:1
Pt 2.5770 -3.5167 1.5125 -1.776 0.876 0.116 1.417
Cl 0.3260 -0.6839 0.3244 -2.117 1.933 -0.919 0.080
O 0.5664 0.3683 1.2384 0.223 1.390 1.151 -0.019
O -0.9186 -1.3086 0.6038 -1.663 -0.261 0.072 0.002
O 0.3746 -0.1703 -1.0101 -0.062 -0.227 -0.316 0.012
O 1.2976 -1.6600 0.5082 3.965 -3.178 0.096 0.155
C -3.7014 3.3406 4.5754 0.197 -0.188 0.404 0.000
C -3.9258 2.8721 5.9860 1.455 0.771 -1.031 0.000
O -4.9873 3.0152 6.4882 -2.936 -0.149 1.730 0.000
N -2.8728 2.3662 6.6744 1.324 -0.952 1.642 0.000
C -1.4921 2.2506 6.2055 -0.886 1.292 -1.539 0.000
H -3.3343 2.4506 4.0644 0.411 0.480 -0.718 0.000
H -3.0187 4.1881 4.6371 0.498 -0.298 -0.509 0.000
H -4.6258 3.7209 4.1407 0.006 -0.371 0.169 0.000
H -3.0319 2.0775 7.6291 -0.476 0.230 -0.164 0.000
H -1.5788 1.5791 5.3513 1.053 -0.140 -0.087 0.000
H -0.6546 2.0485 6.8731 -0.852 -0.702 0.598 0.000
H -1.2290 3.2515 5.8632 0.289 -0.047 -0.604 0.000
C 0.4174 -0.9813 4.2455 -0.405 0.021 -0.051 -0.003
C 0.6810 -2.4395 4.0207 -2.301 0.049 2.293 0.009
O 1.5791 -2.8400 3.3239 2.809 -0.915 -1.991 0.094
N -0.0865 -3.3041 4.6839 -0.412 1.042 -0.461 0.003
C 0.0099 -4.7127 4.6615 -0.626 -1.765 0.607 -0.001
H 1.3346 -0.4107 4.0999 -0.295 -0.001 -0.276 0.001
H -0.0318 -0.7467 5.2105 0.204 -0.309 0.178 0.000
H -0.3601 -0.7113 3.5308 0.316 0.370 -0.359 0.001
H -0.8965 -2.9689 5.1856 -0.214 0.612 0.248 0.000
H -0.5073 -5.0274 5.5680 0.763 -0.212 0.544 0.000
H 1.0234 -5.1053 4.5789 -0.056 0.204 0.218 -0.001
H -0.6275 -5.2645 3.9706 0.267 0.626 -0.722 0.000
C -5.0715 1.6660 -0.3067 -0.236 -2.394 -0.192 0.000
C -4.5657 3.0027 -0.1768 -0.682 4.079 0.144 0.000
O -5.3325 3.9362 0.1071 0.654 -0.813 -0.083 0.000
N -3.2580 3.2732 -0.4114 1.954 0.086 -0.517 0.000
C -2.2015 2.3260 -0.8245 -1.488 -1.199 0.822 0.000
H -4.8176 1.2611 -1.2863 0.291 -0.245 -0.031 0.000
H -6.1518 1.5640 -0.2033 0.157 0.533 0.194 0.000
H -4.5898 1.0757 0.4729 0.038 -0.476 -0.103 0.000
H -2.9489 4.2347 -0.4141 -0.700 0.071 0.178 0.000
H -2.2676 1.5434 -0.0687 0.277 -0.582 -0.196 0.000
H -1.1505 2.6147 -0.8115 -0.466 0.923 -0.158 0.000
H -2.4662 1.8918 -1.7886 0.301 -0.018 -0.173 0.000
C -0.3834 3.9025 1.8418 0.798 0.399 -0.183 0.000
C 0.4237 3.8008 3.1510 -2.028 0.701 0.022 0.000
O 0.3431 4.6797 3.9918 0.341 0.013 -0.112 0.000
N 1.0003 2.5984 3.4111 0.281 0.511 0.461 0.000
C 1.7579 2.4478 4.6679 -0.554 -0.773 -0.812 0.000
H -1.2746 4.5189 1.9596 -0.182 -0.456 0.583 0.000
H -0.5938 2.9371 1.3815 -0.097 -0.002 0.175 0.000
H 0.1554 4.5068 1.1120 0.567 -0.189 -0.024 0.000
H 1.1122 2.0302 2.5836 0.284 -0.525 0.445 -0.001
H 2.8216 2.4014 4.4344 0.201 0.226 0.374 0.000
H 1.4487 1.5377 5.1819 0.148 -0.344 -0.185 0.000
H 1.5052 3.2224 5.3919 0.235 0.411 -0.639 0.000
C -0.5121 -0.3742 -8.0795 0.359 0.943 0.146 0.000
C 0.5116 -0.8916 -7.1068 -0.034 -1.043 -1.040 0.000
O 1.6273 -1.2294 -7.4821 0.146 0.023 0.123 0.000
N 0.1051 -0.9763 -5.8498 0.010 -0.183 2.647 0.000
C 0.9392 -1.5400 -4.7857 0.340 -0.518 -0.054 0.000
H -0.6792 -1.0134 -8.9465 0.310 0.003 0.185 0.000
H 0.0402 0.5231 -8.3589 -0.491 0.309 -0.827 0.000
H -1.4597 -0.0641 -7.6392 0.092 -0.160 0.109 0.000
H -0.7397 -0.5156 -5.5432 -0.253 -0.073 -0.316 0.000
H 0.8733 -2.6277 -4.7596 0.070 -0.271 -0.518 0.000
H 0.6577 -1.3013 -3.7601 -0.401 0.871 -0.241 0.000
H 1.9926 -1.2881 -4.9088 -0.100 0.135 -0.102 0.000
C -4.8150 -2.0345 -0.0695 0.176 0.151 -1.107 0.000
C -4.7304 -3.2818 -0.9600 0.452 -0.849 2.544 0.000
O -4.1683 -4.2945 -0.4888 -0.542 1.166 -1.345 0.000
N -5.4756 -3.2510 -2.0737 0.975 -0.519 -0.690 0.000
C -5.7373 -4.4100 -2.9150 -1.714 0.154 -1.021 0.000
H -5.6102 -2.1787 0.6619 0.161 -0.177 0.077 0.000
H -5.0901 -1.1623 -0.6625 -0.070 0.141 0.041 0.000
H -3.8530 -1.8248 0.3981 -0.079 -0.214 0.094 0.000
H -5.6413 -2.3604 -2.5203 -0.195 -0.152 0.422 0.000
H -6.8256 -4.4494 -2.9620 -0.256 -0.627 0.403 0.000
H -5.3597 -5.3977 -2.6504 0.326 0.622 0.534 0.000
H -5.5766 -4.2294 -3.9778 0.982 0.229 0.050 0.000
C -4.5936 -1.7750 6.9949 0.326 0.693 -0.559 0.000
C -3.5499 -1.7562 5.8441 0.325 -1.453 2.006 0.000
O -2.4482 -2.3374 5.9592 -1.092 0.760 -0.147 0.000
N -3.9356 -1.1346 4.7530 -1.289 0.506 -0.970 0.000
C -3.2094 -1.0881 3.5270 0.615 0.370 -0.708 0.000
H -4.8473 -2.7977 7.2738 0.352 0.136 0.176 0.000
H -5.5201 -1.2445 6.7756 -0.077 -0.177 -0.601 0.000
H -4.2303 -1.1624 7.8201 0.463 -0.569 0.247 0.000
H -4.8815 -0.7856 4.6929 0.157 -0.008 0.421 0.000
H -2.4636 -1.8826 3.5011 0.000 0.161 -0.051 0.000
H -2.7531 -0.1044 3.4160 0.456 -0.047 -0.040 0.000
H -3.8634 -1.1777 2.6596 -0.165 -0.286 0.193 0.000
C -1.3241 -5.2119 1.5384 0.618 -0.086 -0.214 -0.004
C -0.3454 -4.8067 0.4402 -1.724 0.165 0.015 0.021
O 0.8500 -4.6442 0.6945 0.935 -0.626 -0.116 0.066
N -0.8731 -4.5256 -0.7570 1.334 0.208 -0.525 0.001
C -0.0239 -4.0149 -1.8641 -0.399 0.608 0.541 -0.003
H -1.3343 -4.2849 2.1117 -0.527 -0.129 0.414 -0.001
H -0.9131 -6.0161 2.1488 0.373 0.227 -0.113 0.000
H -2.3162 -5.5712 1.2650 0.050 0.613 -0.490 0.000
H -1.8582 -4.3072 -0.8003 -0.282 -0.465 0.057 0.001
H 0.8901 -4.5868 -2.0247 -0.394 -0.425 0.085 0.000
H 0.3229 -3.0038 -1.6510 -0.088 0.152 0.183 0.001
H -0.6375 -3.9462 -2.7624 0.132 -0.330 0.022 0.000
C 5.1946 4.5174 2.2129 -1.016 -0.622 -0.751 0.000
C 3.9202 4.1527 1.4114 -0.636 3.819 0.679 0.000
O 2.9074 4.8514 1.5272 0.529 -1.216 0.338 0.000
N 4.0517 3.2573 0.4529 0.154 -1.877 -1.393 0.000
C 2.9530 2.8062 -0.4113 0.148 -1.210 -0.016 0.000
H 6.0507 4.1756 1.6313 0.309 -0.100 0.496 0.000
H 5.0849 4.0483 3.1907 0.469 0.045 0.056 0.000
H 5.2400 5.6011 2.3200 -0.138 -0.188 0.044 0.000
H 4.9597 2.8232 0.3684 -0.294 -0.005 -0.171 0.000
H 3.1462 1.8133 -0.8174 0.766 -0.154 0.005 0.000
H 2.7775 3.3797 -1.3214 -0.240 0.635 0.525 0.000
H 2.0626 2.5472 0.1615 -0.218 0.953 0.061 0.000
C -4.7370 0.8332 -5.6421 0.364 0.539 -0.270 0.000
C -3.5183 0.2920 -4.8668 -2.833 0.305 -1.140 0.000
O -2.4125 0.4583 -5.2918 2.050 0.342 -0.384 0.000
N -3.8011 -0.3951 -3.7669 -0.761 -0.407 1.360 0.000
C -2.7946 -0.8808 -2.8663 1.030 -0.021 -0.034 0.000
H -5.1581 1.7443 -5.2172 0.256 0.049 0.432 0.000
H -5.5996 0.1815 -5.7812 0.311 -0.425 0.114 0.000
H -4.3480 1.1455 -6.6112 -0.140 -0.228 -0.055 0.000
H -4.7694 -0.5630 -3.5341 0.224 0.289 -0.167 0.000
H -1.8952 -0.2702 -2.9454 -0.090 0.223 -0.060 0.000
H -2.4586 -1.8723 -3.1700 -0.177 -0.323 0.383 0.000
H -3.0992 -0.8108 -1.8221 -0.134 -0.291 -0.142 0.000
C 4.6274 0.2742 1.5174 -0.452 0.007 0.289 0.002
C 4.2421 -0.8484 2.4671 0.084 1.389 -0.330 0.012
O 3.9817 -1.9848 2.0474 1.221 0.199 0.367 0.062
N 4.1805 -0.4684 3.7511 0.183 -1.625 -0.482 0.002
C 3.9803 -1.4305 4.8169 -1.135 1.011 1.549 -0.003
H 4.2955 1.2164 1.9535 -0.498 -0.001 -0.241 0.001
H 4.1516 0.0746 0.5572 0.059 0.277 0.067 0.000
H 5.6916 0.4784 1.3993 0.209 -0.781 0.019 0.000
H 4.1220 0.5053 4.0129 0.323 -0.113 -0.300 0.001
H 2.9998 -1.1938 5.2300 -0.335 -0.482 0.032 0.000
H 4.6081 -1.1551 5.6643 0.580 -0.403 -0.250 0.000
H 3.9936 -2.4968 4.5915 0.368 0.474 -0.496 0.002
C 5.2978 -5.2110 -0.5913 0.302 0.893 -0.156 0.000
C 4.6260 -3.8637 -0.8058 2.006 -1.554 -0.109 0.015
O 3.5054 -3.6710 -0.3529 -1.298 0.775 -0.250 0.066
N 5.2872 -2.9434 -1.5104 -1.499 0.555 -0.666 0.013
C 4.5136 -1.7907 -2.0689 0.901 -0.387 -0.217 0.000
H 6.1043 -5.2620 -1.3229 0.074 -0.565 0.234 0.000
H 4.5876 -6.0322 -0.6886 0.006 0.203 -0.192 0.000
H 5.7009 -5.2424 0.4209 0.141 -0.022 -0.009 -0.001
H 6.1487 -3.1471 -1.9965 -0.179 -0.399 0.319 -0.001
H 4.5303 -0.9726 -1.3488 -0.345 -0.008 -0.381 0.001
H 3.5199 -2.0913 -2.4011 -0.093 0.035 0.652 -0.001
H 5.0078 -1.5254 -3.0035 0.181 0.397 0.282 0.000
C 0.2246 2.0105 -4.1395 -0.460 -1.458 0.295 -0.001
C 0.3213 3.4672 -3.9577 1.538 0.828 -0.129 0.000
O 0.1238 3.9900 -2.8971 -1.235 0.657 2.124 0.000
N 0.8598 4.1945 -4.9594 0.721 0.653 -1.465 0.000
C 1.2414 5.6456 -4.9281 -0.755 -1.124 -0.132 0.000
H 0.0511 1.6299 -5.1460 0.054 0.232 0.048 0.000
H -0.5461 1.6335 -3.4671 -0.383 0.171 -0.274 0.000
H 1.0929 1.5259 -3.6930 0.504 0.167 -0.292 0.000
H 1.3649 3.6220 -5.6207 -0.223 0.316 -0.331 0.000
H 2.3153 5.7632 -4.7832 -0.084 0.049 0.189 0.000
H 0.6628 6.1850 -4.1781 0.239 -0.381 0.213 0.000
H 0.9528 6.0871 -5.8819 0.172 -0.105 -0.091 0.000
C 3.5804 1.2644 -5.8029 1.111 -0.291 -0.200 0.000
C 4.0176 1.5384 -4.3643 -1.220 -1.719 2.623 0.000
O 3.5519 0.8660 -3.4010 0.678 1.644 -1.879 0.000
N 5.0502 2.4304 -4.1863 -1.342 -0.764 -1.576 0.000
C 5.6902 2.7104 -2.9221 -0.104 -0.632 0.043 0.000
H 2.5751 1.3926 -6.2044 -0.222 0.591 0.898 0.000
H 3.7093 0.1948 -5.9683 0.249 -0.115 0.045 0.000
H 4.2691 1.7824 -6.4705 -0.117 0.000 -0.262 0.000
H 5.5193 2.4479 -5.0806 0.702 0.958 0.426 0.000
H 6.5939 2.1077 -2.8313 0.265 0.255 0.099 0.000
H 5.0176 2.3690 -2.1351 -0.082 0.100 -0.129 0.000
H 5.8840 3.7748 -2.7902 0.094 -0.119 -0.135 0.000
```
Forces are in eV/Å.